89
Properties=species:S:1:pos:R:3:forces:R:3:lowdin_charge:R:1 method="wB97M-V/def2-TZVPD" max_force_ev_per_a=4.84 mol_weight_da=868.95 e_tot_ha=-5339.86513 e_homo_ev=-10.83 e_above_lowest_kj_mol=133.56
C 0.291434 4.375791 2.171868 -0.99 0.95 2.06 -0.07
C 0.283520 4.576547 0.710360 -0.12 0.68 -0.90 -0.25
O -0.409873 5.816163 0.360579 0.05 -0.51 -0.47 -0.24
S -1.874016 5.692263 -0.239760 0.26 2.50 2.92 0.57
C -1.707868 5.151814 -1.871705 -0.29 0.95 -0.75 -0.12
O -2.559481 4.680764 0.505436 -0.30 -0.88 -0.27 -0.29
O -2.356660 7.049787 -0.084864 0.22 -1.33 -1.27 -0.28
H 0.594673 5.227006 2.843669 -0.20 -0.44 -1.15 0.11
H 0.927502 3.568508 2.445104 0.53 -0.86 0.08 0.06
H -0.745288 4.104332 2.483638 0.73 0.23 -0.10 0.08
H 1.226208 4.648345 0.190813 0.52 0.05 0.22 0.12
H -0.231023 3.740170 0.271745 -0.27 -0.31 -0.36 0.07
H -2.728969 4.862459 -2.077737 -0.40 0.44 -0.70 0.08
H -1.186720 4.236311 -1.932881 1.07 -0.95 0.27 0.04
H -1.238876 5.916298 -2.523047 -0.60 -0.45 0.42 0.10
C 1.494020 -3.239597 4.100103 1.83 0.44 -0.28 -0.06
C 1.481417 -1.764692 3.685314 -1.10 0.06 -0.17 -0.23
O 1.684032 -0.953132 4.885084 -0.49 1.09 -0.38 -0.28
S 0.598953 0.098986 5.451924 1.74 -2.38 3.42 0.58
C 1.771733 1.289685 6.162137 -0.06 -1.58 0.42 -0.10
O -0.141984 0.747268 4.464175 -1.31 1.10 -2.42 -0.27
O -0.109278 -0.643094 6.472649 0.39 0.94 -0.53 -0.29
H 0.636966 -3.522432 4.670598 -0.62 0.16 0.56 0.07
H 2.431927 -3.520950 4.704047 -1.34 0.40 -1.17 0.11
H 1.400257 -3.776539 3.157321 0.41 -0.45 0.09 0.05
H 2.248749 -1.427937 2.976604 0.10 -0.53 0.32 0.12
H 0.517114 -1.546963 3.132668 0.78 0.08 1.00 0.12
H 2.247937 1.717889 5.320116 0.62 0.37 -0.98 0.04
H 2.531899 0.669376 6.721443 -1.05 1.03 -0.18 0.09
H 1.251592 2.115093 6.668435 0.08 -0.77 0.28 0.08
C 0.965432 0.848227 -6.048321 -0.19 -0.17 -0.02 -0.04
C 0.868974 1.221796 -4.560775 -1.26 1.41 -1.77 -0.18
O 0.893476 2.709314 -4.392392 -1.67 -0.93 -1.23 -0.25
S 2.123114 3.317362 -3.776497 3.54 1.93 2.68 0.56
C 3.054002 4.254246 -5.061713 -3.27 -1.56 -0.54 -0.08
O 1.720472 4.253736 -2.730078 0.00 -0.73 -1.58 -0.30
O 3.081451 2.302811 -3.352081 -0.87 0.29 -0.47 -0.31
H 1.869299 1.142301 -6.630521 -0.19 -0.13 1.10 0.09
H 0.154148 1.319342 -6.620630 -0.12 -0.46 0.29 0.08
H 0.907243 -0.261454 -6.079477 -0.13 0.66 -0.24 0.09
H -0.071717 0.967672 -4.067503 0.15 -0.29 -0.38 0.13
H 1.680208 0.926737 -4.002239 1.46 -1.19 0.99 0.03
H 3.879101 4.472689 -4.447605 1.19 1.04 0.14 0.04
H 2.347160 5.020250 -5.446212 1.02 0.03 0.53 0.08
H 3.264787 3.555588 -5.889990 0.19 0.25 0.55 0.07
O 0.973672 -5.757571 -0.219777 -0.63 1.00 -0.02 -0.22
S -0.028428 -4.854856 0.272680 0.00 -2.30 -2.26 0.58
O -0.350125 -4.963401 1.631693 -0.54 0.41 1.84 -0.23
O 0.301826 -3.389891 -0.141555 1.26 0.28 0.04 -0.19
C -0.671223 -2.820358 -0.977093 -2.87 1.17 -0.82 -0.18
C -1.442481 -4.019177 -1.648828 1.46 0.42 1.32 -0.09
O -1.415577 -5.007685 -0.561591 1.02 0.55 0.27 -0.20
H -1.407162 -2.308013 -0.328614 0.31 -0.41 -0.14 0.10
H -0.320322 -1.980629 -1.629853 0.40 -1.42 0.33 0.13
H -0.938565 -4.451333 -2.497133 0.13 0.04 -0.37 0.11
H -2.475877 -3.794265 -1.803116 -0.40 0.16 -0.28 0.09
O -4.367706 -3.519150 -0.694709 -0.82 -0.17 1.40 -0.22
S -4.563937 -2.941656 0.609426 1.12 0.47 0.14 0.60
O -4.873164 -1.567970 0.716191 -0.96 0.74 -0.51 -0.23
O -5.499350 -3.771339 1.614734 1.36 -0.26 -0.14 -0.19
C -4.671507 -4.370308 2.700552 -0.13 -1.00 -0.75 -0.10
C -3.208450 -4.281482 2.263680 -1.77 -0.08 -3.21 -0.12
O -3.225438 -3.042691 1.455660 0.52 -1.05 0.58 -0.24
H -4.764579 -3.787711 3.609543 -0.86 -0.22 0.14 0.13
H -4.988370 -5.449599 2.667277 0.15 1.26 0.90 0.15
H -3.072667 -5.113939 1.530515 0.76 0.55 0.87 0.13
H -2.466633 -4.142859 3.006414 0.54 -0.24 0.63 0.12
O 2.956539 -2.395486 -4.886991 -0.78 -0.55 1.81 -0.24
S 2.319806 -2.457239 -3.583049 0.91 0.67 -2.40 0.63
O 1.026294 -3.062120 -3.493925 0.53 0.45 0.32 -0.23
O 3.304346 -3.049258 -2.499839 0.04 -0.03 -0.29 -0.18
C 3.508599 -2.150791 -1.399825 -0.62 1.13 0.38 -0.12
C 3.191794 -0.723811 -1.965134 0.23 -0.40 1.92 -0.16
O 2.309616 -0.938126 -3.057235 -0.49 -0.52 0.32 -0.21
H 2.777203 -2.414419 -0.603294 0.82 0.04 -0.34 0.13
H 4.575650 -2.155512 -1.115784 -0.72 -0.50 0.10 0.14
H 4.130826 -0.268664 -2.245369 -0.02 0.29 -0.74 0.12
H 2.725426 -0.084003 -1.167353 0.16 -0.69 -1.05 0.12
O 0.038364 1.546359 -1.015230 -0.59 0.03 -0.07 -0.22
S -0.117487 0.671138 0.093077 -0.09 -1.00 2.59 0.64
O 0.925844 -0.320659 0.287243 -1.25 0.94 -0.15 -0.25
O -0.305326 1.470292 1.494775 0.89 -0.38 -0.94 -0.24
C -1.666118 1.582631 1.944159 -0.84 -0.84 -0.98 -0.13
C -2.350348 0.260021 1.385768 -0.01 1.28 -1.18 -0.07
O -1.562959 -0.022087 0.175020 0.87 0.56 -0.99 -0.24
H -1.629199 1.701397 3.036753 -0.13 -0.25 -0.59 0.12
H -2.124818 2.442609 1.425862 0.12 -0.20 0.44 0.11
H -3.385915 0.421852 0.951765 1.20 -0.24 1.11 0.14
H -2.239091 -0.658386 1.942701 -0.31 0.15 0.68 0.11


142
Properties=species:S:1:pos:R:3:forces:R:3:lowdin_charge:R:1 method="wB97M-V/def2-TZVPD" charge=+2 max_force_ev_per_a=1.80 mol_weight_da=1187.51 e_tot_ha=-3738.15294 e_homo_ev=-11.24
Zr -0.227381 0.749470 0.410501 0.82 -0.86 0.59 1.77
C -3.462819 -5.974406 -2.708563 0.02 0.02 0.09 -0.05
C -2.126951 -5.773747 -3.021348 0.00 -0.08 -0.16 -0.06
C -1.417930 -4.750667 -2.426697 -0.07 0.17 0.23 -0.01
C -2.021026 -3.925702 -1.474391 -0.26 -0.54 -0.11 -0.18
C -3.369517 -4.139528 -1.160070 0.23 0.00 -0.04 -0.04
C -4.077839 -5.151480 -1.776249 -0.07 -0.07 -0.02 -0.05
C -1.286703 -2.808780 -0.910737 -0.07 0.71 1.15 -0.05
C -1.461999 -2.388776 0.396947 0.19 -0.98 -1.41 -0.20
C -2.069285 -3.236408 1.391411 0.08 0.43 0.69 0.03
C -2.113323 -2.546819 2.550000 0.13 -0.61 -0.45 0.04
C -1.612077 -1.224436 2.281504 -0.50 0.34 0.29 -0.21
N -1.119466 -1.158553 0.990452 0.24 0.70 0.35 -0.01
C -1.885400 -0.174431 3.166948 0.06 0.21 -0.37 -0.09
C -1.973715 1.176443 2.771044 -0.24 -0.58 0.31 -0.25
C -2.468759 2.273046 3.545372 0.17 0.27 -0.20 0.01
C -2.608173 3.335693 2.701323 0.22 -0.46 0.05 0.05
C -2.211144 2.910264 1.391492 -0.65 1.11 -1.08 -0.22
C -2.310426 3.604087 0.178338 -0.14 -0.67 0.96 -0.05
C -2.851593 4.962056 0.169367 -0.11 0.39 0.02 -0.18
C -2.171362 5.967661 -0.524781 -0.03 -0.07 0.07 -0.03
C -2.600421 7.280225 -0.456322 -0.05 0.15 0.01 -0.06
C -3.717657 7.610704 0.299177 0.03 -0.02 0.01 -0.06
C -4.423784 6.614746 0.956789 -0.02 0.03 0.00 -0.05
C -4.001208 5.300775 0.888100 0.04 -0.06 -0.19 -0.04
C -1.931739 2.992401 -1.051850 -0.14 0.29 -0.45 -0.24
N -1.257796 1.793725 -1.045350 -0.29 0.13 -0.71 -0.11
C -1.273047 1.287374 -2.308497 -0.22 0.57 -0.60 -0.23
C -1.142370 -0.189017 -2.186989 -1.13 0.32 -0.70 -0.21
C -2.555416 -0.666320 -1.980684 -0.28 -0.13 0.10 -0.16
C -3.413932 -0.177117 -0.997589 -0.08 0.14 0.03 -0.02
C -4.766546 -0.454989 -1.072420 0.13 0.02 0.18 -0.04
C -5.279274 -1.204507 -2.119276 0.08 -0.09 -0.12 -0.05
C -4.425310 -1.700070 -3.087974 -0.09 0.03 -0.06 -0.05
C -3.070935 -1.434168 -3.022522 0.20 0.23 0.09 -0.01
C 0.097038 -0.721560 -1.432331 0.32 -1.54 -0.17 -0.34
C 1.542226 -1.177838 -1.148722 0.45 -0.25 -0.16 -0.04
C 1.245371 -2.449120 -1.427726 -0.30 0.43 0.28 0.08
C -0.235977 -2.141999 -1.701343 0.73 0.52 0.80 -0.24
N -0.247462 -1.136193 -2.807802 -0.44 0.83 -0.57 0.25
C -1.919183 2.183037 -3.160232 0.52 -0.66 0.21 0.01
C -2.303851 3.272316 -2.380918 0.21 -0.12 0.72 0.03
N -1.757040 1.599986 1.490731 0.25 -0.07 0.09 -0.08
C -2.466063 -0.522238 4.488414 -0.09 0.05 0.22 -0.21
C -1.751934 -1.220861 5.457064 -0.02 0.14 -0.15 -0.04
C -2.345360 -1.545095 6.664253 -0.04 -0.07 0.05 -0.06
C -3.664674 -1.203794 6.910029 0.04 -0.01 0.00 -0.06
C -4.387021 -0.519869 5.947468 -0.13 0.05 0.08 -0.06
C -3.791263 -0.173696 4.750575 0.09 -0.11 -0.08 -0.04
H -4.023548 -6.764996 -3.184205 -0.01 -0.05 -0.05 0.11
H -1.636778 -6.408614 -3.741276 0.04 -0.11 -0.10 0.11
H -0.379088 -4.595665 -2.671042 0.19 -0.01 -0.15 0.11
H -3.872110 -3.483599 -0.464840 -0.03 0.13 0.00 0.12
H -5.123257 -5.287917 -1.544667 -0.09 -0.03 0.04 0.11
H -2.366130 -4.252785 1.231849 -0.11 -0.18 -0.09 0.13
H -2.502204 -2.877221 3.491651 -0.06 -0.05 0.17 0.12
H -2.689023 2.221958 4.593108 -0.08 0.06 0.16 0.12
H -2.957801 4.316998 2.951291 -0.05 0.17 0.07 0.12
H -1.288480 5.725564 -1.102484 0.03 -0.07 -0.03 0.11
H -2.059396 8.048408 -0.991638 0.01 0.03 0.02 0.11
H -4.044163 8.637145 0.375432 -0.01 0.07 -0.06 0.11
H -5.309579 6.856871 1.525599 -0.06 0.05 -0.01 0.11
H -4.587830 4.524432 1.356109 -0.01 -0.07 0.06 0.12
H -3.035022 0.443940 -0.189421 -0.24 -0.17 -0.18 0.09
H -5.432570 -0.061043 -0.323106 -0.10 0.06 0.16 0.11
H -6.339199 -1.389492 -2.184931 -0.13 -0.04 0.00 0.11
H -4.813175 -2.278108 -3.908202 -0.08 -0.14 -0.16 0.12
H -2.395588 -1.783367 -3.789799 -0.04 -0.12 -0.12 0.13
H 2.457749 -0.650897 -0.963040 -0.06 0.07 0.04 0.05
H 1.809325 -3.361190 -1.424454 0.16 -0.19 -0.11 0.12
H -2.076353 2.050871 -4.209860 -0.15 -0.07 -0.29 0.12
H -2.831903 4.138077 -2.725584 -0.18 0.22 0.00 0.12
H -0.728714 -1.506702 5.266388 0.16 -0.02 -0.06 0.11
H -1.781260 -2.071427 7.416560 0.10 -0.11 0.10 0.11
H -4.129702 -1.478045 7.842401 -0.05 -0.02 0.15 0.11
H -5.418311 -0.256291 6.128754 -0.08 0.01 0.02 0.11
H -4.365833 0.348740 3.998530 -0.04 0.03 -0.07 0.12
O 0.310371 3.450717 0.620706 0.52 0.97 -0.04 -0.09
N 1.300725 2.549274 0.964670 -0.07 0.57 0.20 -0.13
C 2.452008 3.044318 1.208022 -0.55 0.08 -0.13 -0.06
C 3.591993 2.316626 1.677444 0.71 -0.55 0.18 -0.20
C 4.761417 3.063852 1.868116 -0.30 -0.11 -0.05 -0.01
C 5.887322 2.493360 2.417443 0.05 -0.12 0.07 -0.03
C 5.849584 1.162897 2.804830 -0.02 0.09 -0.05 -0.02
C 4.707897 0.403008 2.597644 -0.10 0.03 -0.01 -0.07
C 3.571716 0.950912 2.013007 -0.03 0.23 -0.52 -0.25
P 2.059510 -0.099955 1.816551 1.22 -0.50 1.22 1.08
C 1.653381 -0.014366 3.600593 -0.37 -0.05 -0.17 -0.35
C 2.210840 -0.850608 4.563025 -0.12 -0.05 -0.12 -0.08
C 1.942573 -0.626695 5.903816 0.05 -0.02 0.06 -0.06
C 1.127236 0.426975 6.287208 0.06 0.11 -0.07 -0.06
C 0.577767 1.266770 5.329110 0.07 0.05 0.11 -0.06
C 0.842128 1.051877 3.988947 0.17 -0.05 -0.10 -0.12
C 2.793984 -1.751682 1.556737 -0.30 0.08 -0.20 -0.39
C 2.109511 -2.877444 2.006299 0.04 0.24 0.08 -0.10
C 2.580684 -4.141276 1.695692 -0.06 -0.13 -0.06 -0.05
C 3.691225 -4.294338 0.881228 -0.01 0.01 0.02 -0.06
C 4.357566 -3.176448 0.404996 0.02 -0.06 -0.08 -0.06
C 3.916491 -1.911907 0.743505 -0.05 0.13 0.17 -0.12
H 0.636291 4.380091 0.682090 -0.14 -0.60 -0.02 0.15
H 2.592375 4.124736 1.103386 -0.13 -0.10 -0.07 0.15
H 4.776437 4.101512 1.576813 -0.03 0.21 -0.01 0.12
H 6.775347 3.087748 2.560304 0.11 0.02 0.02 0.12
H 6.713760 0.710705 3.264892 0.09 -0.07 0.05 0.12
H 4.708101 -0.632019 2.905872 0.02 -0.04 0.00 0.11
H 2.847777 -1.674534 4.270196 0.02 -0.01 0.02 0.11
H 2.379585 -1.274891 6.650031 0.01 -0.03 0.04 0.12
H 0.930118 0.609433 7.332542 -0.04 -0.03 0.09 0.12
H -0.049297 2.088734 5.636318 -0.09 0.12 0.00 0.11
H 0.441253 1.726291 3.231899 0.05 -0.03 0.32 0.08
H 1.221895 -2.756808 2.614532 -0.08 -0.08 0.05 0.11
H 2.078355 -5.012319 2.083881 -0.12 -0.11 0.03 0.11
H 4.041099 -5.279709 0.615860 0.03 -0.12 0.03 0.12
H 5.220236 -3.292057 -0.231701 0.13 0.00 -0.05 0.12
H 4.459857 -1.045402 0.391279 0.04 0.03 -0.08 0.11
C 2.189830 -2.621694 -4.693359 -0.02 0.28 -0.17 -0.07
C 2.164918 -1.192162 -5.232607 -0.31 -0.17 0.15 -0.20
N 3.483324 -0.615361 -5.384313 -0.07 -0.01 -0.18 -0.05
C 4.423426 -1.218514 -6.323468 0.38 -0.03 0.03 -0.18
C 5.436964 -2.147519 -5.665226 -0.12 0.13 -0.04 -0.06
C 3.869992 0.500253 -4.742900 -0.26 0.14 0.28 -0.44
O 5.000467 0.943262 -4.763086 0.34 0.15 -0.04 0.10
C 2.806765 1.258452 -3.981280 0.14 0.34 0.26 -0.11
C 1.989695 2.189823 -4.616265 0.04 -0.12 0.31 0.03
C 1.166632 2.972916 -3.828331 0.28 -0.03 0.00 -0.03
C 1.138552 2.755938 -2.459118 0.23 0.38 -0.05 -0.16
N 1.875316 1.836195 -1.831662 -0.01 0.13 -0.17 0.08
C 2.742103 1.169276 -2.598339 0.17 -0.24 -0.34 -0.09
H 1.183821 -2.887152 -4.382517 -0.16 -0.13 0.01 0.06
H 2.852915 -2.696487 -3.834015 0.06 -0.01 0.07 0.07
H 2.511869 -3.327283 -5.451255 0.11 -0.17 -0.07 0.08
H 1.596059 -0.578008 -4.530916 0.06 -0.12 -0.22 0.09
H 1.641950 -1.169500 -6.194907 -0.01 0.00 0.03 0.13
H 4.972305 -0.402199 -6.800461 -0.16 -0.10 -0.07 0.13
H 3.844534 -1.751570 -7.079468 -0.04 0.06 0.00 0.12
H 6.064821 -1.584484 -4.978403 0.03 0.01 0.03 0.08
H 6.070015 -2.589693 -6.429839 0.10 -0.06 -0.04 0.08
H 4.945544 -2.948973 -5.122509 -0.03 -0.14 0.06 0.06
H 2.031485 2.322665 -5.686848 -0.02 -0.02 -0.12 0.14
H 0.553828 3.740884 -4.268420 -0.12 0.13 0.00 0.12
H 0.530787 3.388084 -1.826162 -0.24 -0.10 -0.06 0.09
H 3.454424 0.528004 -2.097148 0.02 -0.10 0.02 0.12